138
Properties=species:S:1:pos:R:3:mulliken_charge:R:1 method="wB97M-V/def2-TZVPD" spin_multiplicity=1 smiles=CC1(C)CCCC(C)(C)N1O.CC1(C)CCCC(C)(C)N1O.CC1(C)CCCC(C)(C)N1O.CC1(C)CCCC(C)(C)N1O.CCO.CCO lumo_ev=0.598
C 10.369 11.640 15.082 -1.61
C 10.629 12.637 16.221 1.93
C 9.636 13.816 16.106 -1.91
C 10.226 11.960 17.531 -1.39
C 11.279 11.056 18.172 -0.79
C 12.638 11.769 18.192 -1.26
C 13.141 12.367 16.831 2.08
C 14.225 13.301 17.222 -1.86
C 13.582 11.266 15.800 -1.84
N 12.043 13.182 16.290 -0.11
O 12.447 14.045 15.310 -0.18
H 10.617 10.617 15.366 0.37
H 9.297 11.588 14.889 0.54
H 10.880 11.892 14.152 -0.02
H 9.856 14.556 15.337 0.25
H 8.649 13.457 15.812 0.46
H 9.512 14.403 17.016 0.41
H 9.810 12.696 18.219 0.44
H 9.380 11.294 17.363 0.38
H 11.038 10.727 19.183 0.44
H 11.426 10.035 17.820 0.40
H 13.308 11.006 18.588 0.40
H 12.554 12.625 18.862 0.40
H 14.833 13.435 16.327 0.28
H 14.907 12.944 17.994 0.43
H 13.804 14.254 17.543 0.39
H 14.531 10.805 16.075 0.48
H 13.428 11.508 14.749 0.13
H 12.911 10.411 15.878 0.42
H 12.441 14.892 15.762 0.25
C 8.976 16.930 9.274 -1.73
C 9.490 15.498 9.001 1.59
C 8.574 14.750 8.024 -1.98
C 10.842 15.651 8.195 -1.36
C 12.027 16.107 8.986 -1.22
C 12.173 15.241 10.168 -1.17
C 10.967 14.979 11.070 2.57
C 11.286 13.680 11.869 -1.60
C 10.780 16.252 11.959 -1.93
N 9.732 14.711 10.247 0.08
O 8.581 14.598 11.046 -0.41
H 8.065 16.771 9.852 0.52
H 9.552 17.612 9.899 0.29
H 8.678 17.442 8.359 0.44
H 8.121 15.385 7.264 0.36
H 9.041 13.843 7.639 0.40
H 7.683 14.457 8.578 0.42
H 11.089 14.731 7.664 0.41
H 10.820 16.290 7.313 0.46
H 12.918 16.113 8.358 0.44
H 11.940 17.110 9.403 0.33
H 13.008 15.718 10.682 0.35
H 12.522 14.250 9.877 0.42
H 10.363 13.451 12.401 0.69
H 12.049 13.758 12.643 -0.29
H 11.495 12.860 11.181 0.52
H 11.107 17.176 11.482 0.36
H 11.552 16.136 12.720 0.40
H 9.820 16.337 12.468 0.34
H 8.390 15.538 11.002 0.39
C 22.120 13.547 11.562 -1.83
C 20.924 13.739 10.647 1.28
C 21.071 12.656 9.550 -1.70
C 19.642 13.390 11.465 0.52
C 19.231 14.443 12.459 -1.12
C 19.052 15.758 11.757 -0.47
C 20.308 16.233 10.931 1.26
C 19.827 17.379 10.036 -1.93
C 21.419 16.872 11.826 -1.56
N 20.796 15.148 10.048 1.02
O 21.846 15.504 9.277 -0.58
H 22.274 12.593 12.067 0.39
H 23.048 13.842 11.074 0.35
H 21.967 14.248 12.383 0.35
H 20.113 12.599 9.034 0.26
H 21.838 12.967 8.840 0.43
H 21.302 11.643 9.880 0.31
H 18.724 13.260 10.891 -1.06
H 19.820 12.486 12.047 0.63
H 18.369 14.005 12.962 0.32
H 19.998 14.558 13.225 0.53
H 18.750 16.405 12.581 0.43
H 18.200 15.669 11.082 -0.30
H 20.646 17.690 9.386 0.62
H 19.590 18.243 10.656 0.37
H 18.919 17.140 9.483 0.18
H 21.908 17.582 11.159 0.37
H 22.051 16.104 12.271 0.29
H 21.001 17.433 12.662 0.34
H 21.360 15.677 8.468 0.37
C 18.110 9.976 11.107 -1.36
C 17.286 8.924 10.360 1.66
C 17.671 9.081 8.817 -1.84
C 17.756 7.498 10.792 -1.39
C 17.241 7.103 12.193 -0.48
C 15.688 7.095 12.147 -1.49
C 15.191 8.541 11.824 1.74
C 13.646 8.417 11.627 -1.77
C 15.354 9.386 13.064 -1.39
N 15.839 9.014 10.572 0.24
O 15.312 10.183 10.066 -0.29
H 17.817 10.980 10.799 -0.01
H 18.058 9.782 12.178 0.39
H 19.118 9.909 10.698 0.37
H 17.518 10.110 8.492 0.19
H 18.597 8.592 8.513 0.36
H 16.879 8.559 8.280 0.54
H 17.362 6.773 10.080 0.38
H 18.842 7.432 10.862 0.41
H 17.572 6.081 12.378 0.38
H 17.623 7.760 12.974 0.31
H 15.273 6.750 13.094 0.39
H 15.310 6.423 11.377 0.44
H 13.286 9.243 11.014 0.29
H 13.017 8.408 12.517 0.33
H 13.415 7.436 11.212 0.42
H 16.369 9.597 13.401 0.38
H 14.882 8.888 13.911 0.53
H 14.913 10.378 12.960 -0.14
H 14.685 9.756 9.479 0.32
C 15.533 13.870 11.447 -0.06
C 14.838 13.295 12.735 0.40
O 14.330 14.426 13.492 -0.69
H 14.673 14.122 10.826 -0.29
H 16.084 13.122 10.877 -0.13
H 16.101 14.777 11.652 0.11
H 15.513 12.680 13.330 0.55
H 14.086 12.601 12.361 0.11
H 13.574 14.092 13.981 0.01
C 16.939 13.180 8.241 -0.57
C 17.143 14.752 8.355 0.15
O 16.738 15.395 7.173 -0.58
H 17.471 12.866 7.343 0.56
H 15.915 12.908 7.986 0.39
H 17.261 12.549 9.069 -0.42
H 18.222 14.898 8.402 0.00
H 16.688 15.249 9.212 0.11
H 17.011 14.903 6.394 0.33

***

152
Properties=species:S:1:pos:R:3:mulliken_charge:R:1 method="wB97M-V/def2-TZVPD" spin_multiplicity=1 smiles="O=S1(=O)OCCO1.COCCOCCOC.COCCOCCOC.COCCOCCOC.COCCOCCOC.COCCOCCOC.C1CCOC1.C1CCOC1" lumo_ev=0.399
O 4.841 -13.593 24.360 -0.54
S 4.254 -12.436 23.690 1.12
O 3.669 -12.694 22.334 -0.49
O 3.225 -11.604 24.714 -0.12
C 3.507 -10.234 24.887 -0.32
C 4.647 -9.877 23.871 -0.34
O 5.314 -11.103 23.691 -0.40
H 2.594 -9.745 24.547 0.25
H 3.679 -9.879 25.904 0.33
H 5.287 -9.115 24.317 0.34
H 4.228 -9.426 22.972 0.24
C -3.450 -8.805 13.841 -0.92
O -2.776 -10.081 14.076 -0.21
C -3.303 -11.160 13.285 -0.54
C -2.316 -12.300 13.106 -0.72
O -1.692 -12.719 14.285 -0.01
C -0.822 -13.765 14.082 -0.75
C -0.027 -13.942 15.384 0.29
O 0.960 -14.991 15.361 -0.48
C 1.563 -15.275 16.668 -0.43
H -4.509 -8.812 14.101 0.37
H -3.458 -8.473 12.803 0.33
H -3.048 -8.076 14.544 0.28
H -3.460 -10.691 12.314 0.38
H -4.222 -11.630 13.635 0.28
H -1.634 -12.123 12.274 0.41
H -2.912 -13.155 12.789 0.36
H -0.156 -13.539 13.249 0.37
H -1.300 -14.726 13.894 0.34
H -0.732 -14.137 16.192 -0.06
H 0.415 -12.957 15.533 0.13
H 0.827 -15.736 17.325 0.04
H 1.964 -14.412 17.199 0.25
H 2.376 -15.999 16.611 0.39
C 0.327 -10.123 21.515 -0.08
O -0.477 -9.622 22.522 -0.58
C -1.378 -10.536 23.207 0.34
C -0.668 -11.395 24.256 1.64
O 0.021 -10.718 25.247 -0.60
C 0.398 -11.582 26.341 0.55
C 1.049 -10.684 27.439 -0.74
O 0.238 -10.622 28.624 -0.47
C -0.712 -9.589 28.617 -0.48
H -0.450 -10.387 20.798 0.20
H 0.945 -10.941 21.884 -0.19
H 0.957 -9.376 21.033 0.32
H -1.857 -11.224 22.510 -0.38
H -2.115 -9.927 23.731 0.10
H -0.003 -12.116 23.781 -0.36
H -1.508 -11.982 24.628 -0.66
H 1.254 -12.167 26.002 0.19
H -0.355 -12.238 26.777 -0.31
H 1.287 -9.708 27.016 0.36
H 2.018 -11.145 27.632 0.26
H -1.310 -9.694 29.522 0.25
H -1.366 -9.710 27.753 0.09
H -0.292 -8.601 28.805 0.35
C -5.380 -10.410 25.488 -0.79
O -4.987 -11.498 26.313 -0.37
C -3.713 -11.285 26.932 -0.26
C -3.012 -12.604 27.190 -0.98
O -2.872 -13.312 25.986 0.19
C -2.512 -14.681 26.130 -0.91
C -2.583 -15.402 24.783 0.53
O -2.670 -16.793 24.962 -0.55
C -1.375 -17.309 25.363 -0.65
H -6.174 -10.610 24.768 0.27
H -4.555 -9.936 24.956 0.25
H -5.681 -9.572 26.116 0.38
H -3.770 -10.778 27.895 0.53
H -3.035 -10.678 26.332 -0.03
H -3.695 -13.164 27.830 0.61
H -2.109 -12.378 27.757 0.44
H -3.252 -15.134 26.789 0.33
H -1.557 -14.749 26.652 0.36
H -1.788 -15.078 24.111 -0.16
H -3.453 -14.979 24.280 0.07
H -1.357 -18.391 25.237 0.31
H -1.178 -17.174 26.426 0.31
H -0.596 -16.825 24.772 0.22
C 0.275 -10.674 17.602 -0.62
O -1.015 -10.536 18.169 -0.35
C -1.906 -11.219 17.252 0.34
C -3.384 -11.187 17.627 -1.03
O -3.641 -11.749 18.913 0.13
C -5.071 -11.956 19.146 -0.84
C -5.368 -12.596 20.570 0.19
O -4.768 -11.738 21.598 -0.43
C -4.428 -12.473 22.852 -0.15
H 0.293 -10.053 16.707 0.39
H 0.581 -11.659 17.252 0.03
H 1.019 -10.292 18.301 0.29
H -1.681 -12.273 17.084 -0.37
H -1.782 -10.788 16.259 0.42
H -3.990 -11.745 16.914 0.44
H -3.685 -10.142 17.550 0.30
H -5.454 -12.598 18.352 0.42
H -5.496 -10.953 19.127 0.29
H -4.865 -13.560 20.645 -0.34
H -6.431 -12.753 20.750 0.46
H -4.134 -11.824 23.677 -0.28
H -3.507 -13.051 22.767 -0.17
H -5.177 -13.170 23.228 0.67
C 4.221 -16.492 23.247 -0.60
O 3.528 -17.727 23.172 -0.35
C 2.696 -17.918 24.332 -0.50
C 1.827 -19.200 24.148 -0.63
O 0.807 -19.083 23.199 -0.42
C 1.065 -18.832 21.830 0.20
C 2.080 -19.847 21.265 -0.76
O 1.585 -21.202 20.998 -0.43
C 1.222 -21.943 22.147 -0.46
H 4.663 -16.288 24.222 0.38
H 3.569 -15.683 22.916 0.06
H 5.038 -16.537 22.528 0.36
H 2.056 -17.052 24.504 0.28
H 3.266 -18.139 25.235 0.50
H 1.388 -19.396 25.126 0.44
H 2.419 -20.109 24.041 0.29
H 1.494 -17.834 21.736 -0.15
H 0.083 -18.757 21.362 0.30
H 3.055 -19.813 21.751 0.41
H 2.481 -19.409 20.351 0.48
H 0.834 -22.900 21.796 0.27
H 0.471 -21.391 22.712 0.14
H 2.134 -22.198 22.686 0.24
C -2.774 -17.648 20.638 0.24
C -2.047 -17.976 19.343 -0.25
C -2.799 -17.158 18.263 -0.77
O -3.382 -16.113 18.948 -0.31
C -3.787 -16.571 20.206 -0.48
H -2.052 -17.136 21.273 -0.41
H -3.149 -18.541 21.137 0.55
H -1.946 -19.034 19.101 0.56
H -0.981 -17.782 19.463 -0.03
H -3.581 -17.731 17.764 0.35
H -2.140 -16.851 17.451 0.25
H -4.798 -16.979 20.179 0.36
H -3.902 -15.787 20.954 -0.05
C 0.598 -15.050 20.801 0.87
C -0.477 -14.355 19.916 -0.29
C -1.482 -13.749 20.900 0.91
O -0.754 -13.684 22.101 0.68
C 0.653 -14.081 21.869 -0.48
H 1.613 -15.121 20.410 0.61
H 0.196 -16.037 21.026 -0.97
H -1.004 -14.976 19.191 0.04
H -0.112 -13.547 19.282 -0.42
H -2.177 -14.524 21.222 -0.70
H -1.942 -12.825 20.549 -0.12
H 1.169 -14.423 22.766 0.46
H 1.199 -13.159 21.666 -0.52

***

164
Properties=species:S:1:pos:R:3:mulliken_charge:R:1 method="wB97M-V/def2-TZVPD" spin_multiplicity=1 smiles="CCOP(=O)(OCC)OCC.CCOP(=O)(OCC)OCC.CCOP(=O)(OCC)OCC.CCOP(=O)(OCC)OCC.CCOC(=O)OC.CCOC(=O)OC.CCOC(=O)OC.CCOC(=O)OC" lumo_ev=0.523
C 6.210 -7.427 -3.696 -1.38
C 5.503 -6.504 -2.700 0.08
O 4.744 -5.468 -3.403 -0.34
P 4.015 -4.327 -2.530 0.31
O 4.581 -4.074 -1.199 -0.36
O 2.418 -4.622 -2.581 -0.54
C 1.723 -5.072 -1.397 0.36
C 2.125 -6.481 -0.930 -1.17
O 4.110 -3.071 -3.508 0.35
C 3.689 -3.040 -4.856 -0.25
C 4.866 -3.154 -5.838 -1.33
H 6.856 -6.825 -4.329 0.36
H 6.895 -8.001 -3.059 0.40
H 5.600 -8.224 -4.112 0.34
H 4.779 -7.045 -2.094 0.18
H 6.224 -5.970 -2.087 0.25
H 1.818 -4.333 -0.603 -0.19
H 0.734 -5.072 -1.867 0.35
H 3.157 -6.342 -0.594 0.21
H 1.511 -6.726 -0.065 0.43
H 2.068 -7.240 -1.704 0.32
H 3.068 -3.905 -5.108 0.17
H 3.053 -2.176 -5.046 0.49
H 5.013 -4.195 -6.119 0.35
H 4.610 -2.638 -6.767 0.38
H 5.786 -2.694 -5.480 0.28
C -6.032 1.809 1.168 -1.15
C -6.294 2.739 -0.048 0.35
O -7.692 2.867 -0.406 -0.43
P -8.707 3.634 0.590 0.92
O -8.146 4.037 1.900 -0.72
O -9.294 4.791 -0.344 -0.29
C -8.951 6.156 -0.194 -0.38
C -7.723 6.434 -1.075 -0.47
O -9.882 2.579 0.690 -0.37
C -10.027 1.702 1.833 -0.03
C -11.475 1.380 1.998 -1.35
H -4.975 1.602 1.319 0.16
H -6.337 2.347 2.069 0.40
H -6.691 0.942 1.141 0.33
H -6.027 3.755 0.235 0.05
H -5.810 2.468 -0.975 0.31
H -9.688 6.818 -0.652 0.28
H -8.790 6.424 0.849 0.34
H -7.353 7.453 -0.952 0.44
H -6.894 5.739 -0.918 -0.26
H -8.015 6.265 -2.114 0.27
H -9.429 0.818 1.591 0.17
H -9.510 2.174 2.670 0.40
H -12.129 2.239 2.139 0.34
H -11.869 0.643 1.298 0.32
H -11.661 0.819 2.925 0.40
C 3.116 -3.641 1.936 -0.16
C 3.002 -3.436 3.463 -0.49
O 1.674 -3.816 3.822 -0.32
P 0.852 -3.075 5.009 1.05
O -0.506 -3.562 5.278 -0.75
O 1.847 -3.232 6.243 -0.34
C 2.251 -4.557 6.656 -0.09
C 3.229 -4.456 7.815 -1.26
O 1.066 -1.534 4.665 -0.46
C 0.383 -0.924 3.533 -0.12
C 1.427 -0.178 2.706 0.07
H 4.100 -3.355 1.571 0.07
H 2.901 -4.693 1.743 0.34
H 2.332 -3.068 1.442 -0.27
H 3.601 -4.132 4.054 0.49
H 3.285 -2.399 3.648 0.35
H 1.319 -5.033 6.963 0.31
H 2.700 -5.066 5.805 0.25
H 3.326 -5.415 8.319 0.38
H 4.221 -4.148 7.484 0.30
H 2.869 -3.699 8.512 0.32
H -0.205 -1.611 2.923 -0.04
H -0.308 -0.311 4.121 0.50
H 1.982 -0.937 2.160 -0.22
H 0.764 0.257 1.951 -0.27
H 2.076 0.538 3.196 0.41
C -4.620 3.407 -4.064 -1.21
C -4.856 4.597 -3.159 -0.24
O -4.620 4.254 -1.764 0.04
P -3.309 4.916 -1.159 0.55
O -3.076 6.365 -1.225 -0.85
O -3.419 4.316 0.332 -0.15
C -3.063 5.101 1.464 -0.45
C -1.773 4.572 2.099 -1.07
O -2.148 4.044 -1.864 0.21
C -0.919 4.717 -2.212 -0.35
C -0.298 3.951 -3.367 -1.15
H -4.948 3.625 -5.087 0.44
H -3.602 3.041 -4.194 0.21
H -5.255 2.553 -3.819 0.32
H -4.326 5.501 -3.464 0.47
H -5.906 4.893 -3.141 0.13
H -3.028 6.161 1.199 0.46
H -3.900 5.069 2.168 0.35
H -1.744 4.919 3.133 0.44
H -1.807 3.487 2.211 0.13
H -0.903 4.852 1.509 0.27
H -1.145 5.743 -2.500 0.55
H -0.270 4.774 -1.334 0.17
H -0.235 2.875 -3.242 0.13
H -0.803 4.240 -4.292 0.33
H 0.715 4.314 -3.564 0.43
C -2.598 -2.881 1.603 -0.94
C -3.029 -1.911 2.691 0.41
O -4.275 -2.227 3.330 -0.44
C -5.363 -2.051 2.613 0.86
O -5.429 -1.561 1.513 -0.59
O -6.419 -2.414 3.335 -0.38
C -7.638 -2.689 2.693 -0.64
H -1.921 -2.389 0.899 0.11
H -3.500 -3.074 1.015 0.38
H -2.149 -3.853 1.800 0.30
H -3.032 -0.848 2.442 -0.07
H -2.296 -1.837 3.497 0.19
H -7.924 -3.735 2.823 0.27
H -7.651 -2.430 1.636 0.31
H -8.458 -2.153 3.176 0.23
C 6.601 -1.999 0.520 -0.62
C 7.995 -1.636 0.031 -0.60
O 8.276 -0.273 0.303 -0.33
C 8.647 0.520 -0.675 1.03
O 8.793 0.295 -1.852 -0.61
O 8.910 1.702 -0.115 -0.36
C 9.464 2.761 -0.913 -0.68
H 6.286 -1.649 1.506 0.38
H 6.343 -3.053 0.414 0.33
H 5.854 -1.545 -0.140 -0.05
H 7.833 -1.701 -1.048 0.35
H 8.784 -2.310 0.352 0.37
H 8.821 3.605 -0.677 0.23
H 9.453 2.453 -1.955 0.34
H 10.472 3.014 -0.589 0.26
C 3.962 3.828 -0.400 -1.14
C 5.004 2.774 -0.262 -0.12
O 4.963 1.725 -1.221 -0.08
C 5.430 1.961 -2.432 0.41
O 5.956 2.974 -2.786 -0.60
O 5.316 0.860 -3.182 0.02
C 6.024 0.806 -4.380 -0.63
H 4.037 4.343 -1.362 0.32
H 4.111 4.544 0.407 0.44
H 2.944 3.438 -0.469 0.14
H 4.955 2.301 0.722 0.41
H 6.017 3.190 -0.234 0.13
H 7.109 0.828 -4.244 0.26
H 5.893 1.596 -5.130 0.32
H 5.692 -0.104 -4.878 0.06
C -2.414 1.130 -0.044 -0.43
C -1.101 1.514 -0.744 -0.33
O -0.179 0.511 -0.314 0.27
C 0.957 0.380 -0.972 0.46
O 1.315 1.079 -1.891 -0.68
O 1.651 -0.612 -0.425 -0.25
C 2.806 -1.116 -1.095 0.17
H -2.425 0.087 0.283 0.14
H -3.251 1.130 -0.745 0.19
H -2.620 1.681 0.872 -0.26
H -0.822 2.504 -0.388 0.19
H -1.280 1.512 -1.814 0.28
H 2.626 -1.087 -2.169 0.45
H 2.986 -2.168 -0.881 -0.47
H 3.688 -0.553 -0.796 0.01

***

These records have electronic energy values of -61144.5372 -96757.7350 -137467.6115 eV, in the order they appear.
These records have E_HOMO values of -8.21 -8.91 -10.06 eV, in the order they appear.